No. 1
DFT (ωB97M-V with the def2-TZVPD basis set) results for C27H27N2PPdSe2 as an isolated structure in a non-equilibrium geometry.

Each line ends with the natural charge from an NBO analysis.
CARTESIAN COORDINATES (ANGSTROEM)
Pd  0.187  -0.014  -0.425  0.56
C  -1.447  3.641  2.004  -0.60
C  -1.042  3.444  0.540  -0.42
C  -2.196  2.976  -0.307  -0.02
C  -2.984  3.901  -0.986  -0.21
C  -4.039  3.488  -1.783  -0.21
C  -4.310  2.136  -1.912  -0.21
C  -3.557  1.177  -1.238  -0.04
C  -3.867  -0.284  -1.459  -0.42
C  -2.834  -1.008  -2.325  -0.60
C  -2.506  1.619  -0.430  0.18
N  -1.674  0.671  0.248  -0.54
C  -2.156  -0.081  1.184  0.14
C  -1.342  -1.101  1.735  0.02
C  -1.509  -2.016  2.776  -0.25
C  -0.311  -2.728  2.858  -0.33
C  0.533  -2.212  1.864  -0.02
N  -0.084  -1.236  1.190  -0.53
H  -0.595  3.967  2.602  0.21
H  -1.826  2.709  2.430  0.20
H  -2.236  4.393  2.092  0.20
H  -0.230  2.720  0.487  0.22
H  -0.663  4.383  0.132  0.21
H  -2.757  4.956  -0.884  0.21
H  -4.634  4.214  -2.322  0.21
H  -5.112  1.806  -2.562  0.21
H  -4.839  -0.342  -1.950  0.21
H  -3.966  -0.807  -0.506  0.21
H  -2.606  -0.431  -3.223  0.21
H  -3.217  -1.982  -2.633  0.21
H  -1.902  -1.178  -1.789  0.21
H  -3.169  0.088  1.547  0.20
H  -2.395  -2.140  3.379  0.22
H  -0.061  -3.512  3.555  0.22
H  1.549  -2.497  1.632  0.21
Se  2.306  -1.043  -1.013  -0.27
P  2.697  1.025  -1.533  0.95
Se  0.541  1.368  -2.337  -0.23
C  4.479  1.295  -1.769  -0.40
C  4.999  1.713  -2.991  -0.18
C  6.369  1.907  -3.132  -0.21
C  7.208  1.683  -2.053  -0.19
C  6.684  1.263  -0.834  -0.22
C  5.322  1.076  -0.682  -0.13
C  2.523  2.093  -0.050  -0.40
C  2.268  1.612  1.224  -0.22
C  2.203  2.490  2.300  -0.21
C  2.399  3.848  2.109  -0.21
C  2.664  4.335  0.833  -0.21
C  2.713  3.462  -0.242  -0.16
H  4.337  1.885  -3.830  0.22
H  6.773  2.236  -4.080  0.22
H  8.274  1.833  -2.157  0.22
H  7.342  1.087  0.007  0.22
H  4.915  0.758  0.270  0.23
H  2.168  0.549  1.395  0.24
H  2.001  2.102  3.290  0.22
H  2.358  4.527  2.951  0.22
H  2.834  5.393  0.678  0.22
H  2.902  3.847  -1.238  0.21

**Orbital gap**: 7.350 eV
**LUMO level**: -0.36 eV
**Total charge**: 0
**Energy above the lowest of the compared OMol25 structures with the same formula, charge and spin**: 0.00 kcal/mol

No. 2
DFT (ωB97M-V with the def2-TZVPD basis set) results for C27H27N3O2S2V as an isolated structure in a non-equilibrium geometry.

Each line ends with the natural charge from an NBO analysis.
CARTESIAN COORDINATES (ANGSTROEM)
V  0.606  0.883  0.119  1.53
C  2.216  2.288  -5.259  -0.01
C  1.615  3.410  -4.666  -0.20
C  1.281  3.384  -3.339  -0.13
C  1.547  2.202  -2.599  0.15
C  2.157  1.072  -3.206  -0.13
C  2.487  1.121  -4.534  -0.22
N  1.296  2.108  -1.274  -0.18
N  0.599  3.022  -0.669  -0.23
C  0.882  3.235  0.714  0.28
C  0.581  4.458  1.287  -0.19
C  0.973  4.642  2.605  -0.08
C  1.603  3.611  3.302  -0.20
C  1.800  2.396  2.678  0.09
N  1.447  2.228  1.395  -0.53
H  2.489  2.333  -6.306  0.26
H  1.434  4.294  -5.262  0.27
H  0.833  4.237  -2.849  0.26
H  2.373  0.200  -2.601  0.23
H  2.966  0.285  -5.024  0.26
H  0.101  5.233  0.706  0.28
H  0.798  5.594  3.089  0.27
H  1.932  3.752  4.322  0.27
H  2.254  1.547  3.171  0.24
O  0.960  -0.652  1.179  -0.96
S  0.869  -1.804  2.227  1.32
C  -0.451  -2.788  1.504  -0.58
C  -1.799  -2.084  1.363  -0.42
C  -2.582  -2.499  0.099  -0.43
C  -3.111  -1.330  -0.724  -0.58
S  -1.984  -0.403  -1.782  1.30
O  -0.891  0.161  -0.826  -0.98
C  -1.162  -1.677  -2.695  -0.22
C  -1.862  -2.168  -3.791  -0.22
C  -1.296  -3.193  -4.536  -0.17
C  -0.044  -3.688  -4.197  -0.15
C  0.653  -3.168  -3.112  -0.18
C  0.093  -2.156  -2.347  -0.26
C  0.189  -1.099  3.685  -0.25
C  0.561  -1.758  4.853  -0.19
C  0.040  -1.320  6.063  -0.18
C  -0.806  -0.222  6.092  -0.14
C  -1.145  0.448  4.918  -0.18
C  -0.654  0.010  3.702  -0.24
H  -0.490  -3.691  2.119  0.28
H  -0.020  -3.084  0.545  0.25
H  -1.654  -1.004  1.346  0.20
H  -2.389  -2.290  2.255  0.25
H  -3.465  -3.071  0.386  0.27
H  -2.001  -3.168  -0.540  0.23
H  -3.599  -0.563  -0.116  0.26
H  -3.856  -1.660  -1.457  0.28
H  -2.827  -1.760  -4.071  0.25
H  -1.827  -3.594  -5.388  0.26
H  0.396  -4.482  -4.786  0.26
H  1.630  -3.558  -2.861  0.24
H  0.623  -1.754  -1.493  0.20
H  1.248  -2.596  4.822  0.25
H  0.310  -1.826  6.980  0.26
H  -1.202  0.124  7.037  0.26
H  -1.801  1.307  4.959  0.24
H  -0.927  0.524  2.788  0.20

**Orbital gap (alpha / beta)**: 6.459 / 6.090 eV
**LUMO level (alpha / beta)**: -11.02 / -11.40 eV
**Total charge**: +3
**Multiplicity**: 3

No. 3
DFT (ωB97M-V with the def2-TZVPD basis set) results for C27H28BrF4MoN2OPS as an isolated structure in a non-equilibrium geometry.

Each line ends with the natural charge from an NBO analysis.
CARTESIAN COORDINATES (ANGSTROEM)
Mo  0.309  -0.318  -1.057  1.16
F  2.360  6.558  -0.837  -0.21
C  1.702  5.465  -0.586  0.37
C  0.521  5.508  0.144  0.31
F  0.058  6.648  0.577  -0.22
C  -0.170  4.330  0.403  0.45
F  -1.305  4.407  1.079  -0.27
C  0.294  3.098  -0.043  -0.56
P  -0.675  1.620  0.240  1.22
C  -1.106  1.437  1.927  -0.48
C  -2.269  0.713  2.252  -0.18
C  -2.643  0.614  3.579  -0.19
C  -1.854  1.202  4.569  -0.08
C  -0.690  1.899  4.242  -0.20
C  -0.296  2.006  2.923  -0.10
C  -2.071  1.669  -0.855  -0.43
C  -1.772  1.088  -2.093  -0.18
C  -2.655  1.094  -3.156  -0.17
C  -3.888  1.704  -2.947  -0.12
C  -4.214  2.271  -1.714  -0.14
C  -3.315  2.251  -0.651  -0.10
C  1.469  3.103  -0.780  -0.02
Br  2.193  1.487  -1.507  0.38
C  2.180  4.243  -1.063  0.30
F  3.289  4.196  -1.769  -0.24
H  -2.896  0.282  1.479  0.23
H  -3.556  0.099  3.849  0.27
H  -2.148  1.115  5.607  0.27
H  -0.103  2.367  5.020  0.27
H  0.603  2.557  2.670  0.23
H  -0.750  0.743  -2.299  0.13
H  -2.410  0.661  -4.117  0.26
H  -4.601  1.744  -3.762  0.28
H  -5.177  2.748  -1.585  0.28
H  -3.573  2.705  0.298  0.25
C  4.297  -4.633  1.179  -0.63
C  3.654  -3.820  2.301  -0.43
C  3.137  -2.447  1.856  -0.54
S  1.711  -2.716  0.792  1.24
O  1.568  -1.310  -0.020  -0.82
C  0.335  -2.546  1.932  -0.59
C  -1.015  -2.890  1.290  -0.44
C  -1.183  -2.589  -0.196  -0.47
H  4.572  -5.620  1.543  0.27
H  5.206  -4.151  0.819  0.24
H  3.628  -4.783  0.326  0.20
H  4.385  -3.599  3.081  0.28
H  2.862  -4.384  2.804  0.23
H  3.855  -1.918  1.224  0.28
H  2.809  -1.804  2.676  0.26
H  0.401  -1.506  2.263  0.25
H  0.552  -3.191  2.787  0.31
H  -1.782  -2.379  1.872  0.26
H  -1.214  -3.958  1.389  0.28
H  -1.021  -1.492  -0.422  0.07
H  -2.215  -2.731  -0.517  0.30
H  -0.535  -3.191  -0.833  0.25
N  1.532  -1.098  -3.831  -0.30
C  1.258  -1.782  -4.938  0.12
C  -0.030  -2.300  -4.824  -0.27
C  -0.477  -1.885  -3.596  0.02
N  0.485  -1.152  -2.954  -0.42
H  2.395  -0.617  -3.622  0.45
H  1.982  -1.870  -5.738  0.30
H  -0.557  -2.901  -5.548  0.31
H  -1.437  -2.057  -3.134  0.25

**Orbital gap (alpha / beta)**: 5.571 / 5.747 eV
**LUMO level (alpha / beta)**: -14.79 / -14.64 eV
**Total charge**: +4
**Multiplicity**: 3